1.
{"formula": "C27H43BF24INO6Si2", "method": "the ωB97M-V functional and the def2-TZVPD basis", "species": ["C", "C", "C", "C", "C", "C", "C", "Si", "N", "I", "O", "Si", "C", "C", "C", "O", "C", "B", "C", "O", "H", "H", "H", "H", "H", "H", "H", "H", "H", "H", "H", "H", "H", "H", "H", "H", "H", "H", "H", "H", "H", "H", "H", "H", "H", "H", "H", "H", "H", "H", "H", "C", "C", "C", "F", "F", "F", "F", "O", "C", "C", "F", "F", "F", "F", "H", "H", "H", "H", "C", "C", "C", "F", "F", "F", "F", "O", "C", "C", "F", "F", "F", "F", "H", "H", "H", "H", "C", "C", "C", "F", "F", "F", "F", "O", "C", "C", "F", "F", "F", "F", "H", "H", "H", "H"], "xyz": [[1.9794, -2.1621, -0.6266], [1.5596, -0.7613, -1.0550], [2.6782, 0.0067, -1.7586], [2.4865, 1.5312, -1.7842], [1.0599, 1.9870, -2.0870], [0.8066, 3.4851, -1.8432], [-0.6437, 3.7573, -1.4066], [-1.0248, 3.7503, 0.4144], [-0.7528, 5.3393, 1.0303], [0.4578, 2.2050, 1.6439], [-2.5990, 3.4156, 0.6962], [-3.3695, 1.9249, 0.6040], [-5.0465, 2.2850, -0.1540], [-6.0016, 1.0731, -0.1674], [-3.7455, 1.2201, 2.3174], [-2.6607, 0.5308, 2.9303], [-2.2207, 1.1198, 4.1309], [-2.4788, 0.5437, -0.6165], [-2.7730, 0.5285, -2.1722], [-1.6793, -0.4282, -0.0910], [2.8374, -2.1236, 0.0477], [2.2078, -2.7960, -1.4859], [1.1675, -2.6494, -0.0797], [1.2689, -0.2025, -0.1616], [0.6702, -0.8184, -1.6854], [3.6189, -0.2182, -1.2460], [2.7963, -0.3629, -2.7835], [2.8600, 1.9812, -0.8595], [3.1266, 1.9202, -2.5830], [0.3307, 1.4037, -1.5201], [0.8698, 1.7977, -3.1500], [1.5207, 3.8742, -1.1089], [0.9971, 4.0356, -2.7684], [-0.9218, 4.7871, -1.6656], [-1.3270, 3.1061, -1.9594], [-1.0950, 5.4587, 1.9775], [0.2278, 5.5980, 1.0363], [-5.4818, 3.1112, 0.4181], [-4.9082, 2.6793, -1.1642], [-5.4933, 0.1226, 0.0245], [-6.7712, 1.1763, 0.5987], [-6.5206, 0.9836, -1.1221], [-4.5635, 0.4996, 2.1727], [-4.1544, 1.9966, 2.9791], [-1.2492, 0.6875, 4.3666], [-2.9276, 0.9211, 4.9466], [-2.0800, 2.2013, 4.0163], [-3.1404, 1.4778, -2.5650], [-3.5059, -0.2465, -2.4285], [-1.8435, 0.2707, -2.6927], [-1.7184, -1.2679, -0.5716], [-4.2744, 0.4567, 7.7351], [-3.2898, -0.7096, 7.8893], [-3.6993, -2.0755, 7.3226], [-4.8178, -2.5334, 7.9207], [-2.7023, -2.9554, 7.5579], [-2.9076, -0.8352, 9.1737], [-2.1921, -0.3524, 7.1537], [-5.1014, 0.7625, 8.8407], [-6.3052, 0.1581, 9.0514], [-6.3333, -0.6422, 10.3659], [-5.3502, -1.5604, 10.3871], [-7.5207, -1.2812, 10.4556], [-6.6899, -0.5960, 8.0068], [-7.2290, 1.1409, 9.1999], [-3.6364, 1.3330, 7.6315], [-4.8482, 0.3581, 6.8127], [-3.8638, -2.0052, 6.2441], [-6.2189, 0.0368, 11.2125], [0.8072, -5.6126, -5.6741], [0.5866, -4.6523, -6.8496], [1.4239, -3.3664, -6.8996], [1.1882, -2.5916, -5.8222], [1.0776, -2.6722, -8.0049], [-0.7205, -4.3550, -6.9743], [0.9667, -5.3524, -7.9633], [-0.0937, -5.5293, -4.5857], [0.0917, -4.6700, -3.5441], [-1.0452, -3.6388, -3.4325], [-1.1828, -2.9480, -4.5772], [-0.7362, -2.7650, -2.4430], [1.2944, -4.0717, -3.5828], [0.0383, -5.3977, -2.4014], [0.6220, -6.5990, -6.0958], [1.8461, -5.5869, -5.3440], [2.4891, -3.6056, -6.9504], [-1.9838, -4.1429, -3.1967], [8.6516, 1.7586, -3.3401], [7.4131, 1.5172, -4.2121], [6.0708, 2.0733, -3.7198], [5.7373, 1.5339, -2.5321], [5.1141, 1.7512, -4.6185], [7.2900, 0.2082, -4.5016], [7.6558, 2.1849, -5.3830], [9.0526, 0.7133, -2.4755], [8.5558, 0.5644, -1.2130], [7.7981, -0.7644, -1.0345], [6.8018, -0.8738, -1.9323], [7.2635, -0.7911, 0.2057], [7.8090, 1.6144, -0.8296], [9.6162, 0.4964, -0.3699], [9.4694, 1.8405, -4.0541], [8.5761, 2.7126, -2.8173], [6.1150, 3.1615, -3.6272], [8.4898, -1.6002, -1.1528]], "forces_ev_per_angstrom": [[-0.3286, -0.0533, 0.0167], [0.2321, 0.0688, 0.2432], [-0.0505, -0.0223, -0.0179], [0.1132, -0.0317, -0.3953], [0.1009, 0.2078, -0.0953], [-0.0495, -0.1175, -0.0724], [0.2189, 0.1889, -0.0595], [-0.1121, 0.5174, -0.1497], [0.0986, -0.2425, 0.1617], [-0.0439, -0.1198, 0.0084], [0.2940, -0.4937, 0.1447], [-0.1449, 0.0871, -0.0976], [-0.0907, 0.1082, 0.1207], [-0.0524, 0.1176, -0.0087], [-0.1622, -0.0758, 0.0300], [0.1138, 0.0757, -0.0069], [0.0876, 0.0292, -0.1833], [0.2862, 0.0679, -0.2377], [0.0563, -0.0827, 0.1275], [-0.7463, -0.3441, 0.4441], [0.0759, -0.0301, -0.1251], [0.1680, 0.0370, 0.0389], [0.0210, -0.0147, -0.0208], [-0.0824, -0.0107, -0.0001], [0.0245, 0.0321, -0.0256], [0.0321, 0.0492, -0.0780], [-0.0364, -0.0372, 0.0294], [-0.2327, -0.0890, 0.1190], [0.0699, 0.1163, 0.1394], [0.0790, 0.0027, 0.0838], [-0.1949, -0.1981, 0.0931], [-0.0647, -0.0484, 0.0549], [0.0846, 0.0098, 0.0473], [-0.0805, -0.0619, -0.0657], [-0.0072, -0.0225, 0.0605], [-0.0550, 0.0872, -0.0416], [-0.0425, 0.1265, -0.0655], [-0.0502, -0.0171, -0.0546], [0.0830, -0.0300, 0.0201], [-0.0019, 0.0017, -0.0975], [0.0518, -0.0581, 0.0341], [0.0316, -0.0522, 0.0085], [0.0054, 0.0240, 0.0528], [0.0543, 0.0141, -0.0332], [-0.0802, -0.0731, 0.0984], [0.0397, 0.0848, 0.0207], [-0.0604, -0.0137, 0.0625], [-0.0629, -0.0500, -0.0196], [-0.0247, 0.0488, 0.0011], [-0.0634, 0.0067, -0.0719], [0.5384, 0.2884, -0.2737], [-0.0657, 0.3174, -0.2970], [-0.0294, -0.0341, 0.1216], [0.0481, 0.0393, -0.0538], [0.0087, -0.0051, 0.0052], [-0.0135, -0.0102, 0.0070], [0.0194, -0.0048, -0.0132], [0.0240, -0.0114, 0.0322], [0.2303, -0.3363, 0.3234], [-0.1188, 0.1617, -0.1048], [-0.0131, 0.0594, -0.0029], [-0.0138, -0.0110, -0.0170], [0.0017, 0.0071, 0.0114], [0.0131, -0.0186, 0.0225], [-0.0170, -0.0452, -0.0665], [-0.0280, 0.0118, 0.0012], [-0.0204, -0.1231, 0.0337], [-0.0186, -0.0016, 0.0023], [0.0135, -0.0027, 0.0033], [0.2518, -0.3531, 0.0743], [-0.1375, 0.0708, 0.0241], [0.0306, -0.0603, -0.0532], [-0.0165, 0.0051, -0.0001], [0.0004, 0.0116, 0.0082], [0.0061, -0.0062, -0.0099], [0.0212, 0.0118, 0.0149], [-0.3103, 0.3511, -0.2295], [0.1215, -0.1561, 0.1291], [-0.0219, -0.0432, -0.0469], [0.0267, 0.0202, 0.0098], [-0.0761, -0.0084, 0.0483], [-0.0251, 0.0241, -0.0156], [0.0719, 0.0317, -0.0086], [-0.0022, -0.0045, 0.0312], [-0.0093, 0.1284, 0.0012], [0.0032, 0.0062, 0.0244], [0.0075, -0.0109, 0.0170], [0.3206, 0.2850, 0.0368], [-0.0316, -0.1407, 0.0062], [0.0392, 0.0434, -0.0662], [-0.0104, -0.0284, 0.0198], [-0.0122, -0.0132, 0.0160], [-0.0039, 0.0083, -0.0113], [-0.0032, 0.0181, 0.0239], [-0.3677, -0.3416, -0.1807], [0.1745, 0.1278, 0.0862], [0.0672, 0.0041, 0.0072], [-0.0212, 0.0282, -0.0023], [0.0057, -0.0062, -0.0020], [-0.0221, -0.0260, -0.0179], [-0.0401, 0.0638, 0.0156], [0.0148, -0.0020, 0.0289], [-0.1230, -0.0354, 0.0375], [0.0123, -0.0010, 0.0205], [-0.0006, -0.0025, -0.0099]], "e_tot_ha": -4859.3536, "charge": 0, "homo_ev": -8.8, "lumo_ha": 0.0154}

***

2.
{"formula": "C34H46N7O7PPbS3", "method": "the ωB97M-V functional and the def2-TZVPD basis", "species": ["Pb", "O", "S", "O", "O", "C", "C", "C", "C", "C", "C", "S", "O", "O", "O", "H", "H", "H", "H", "N", "C", "C", "N", "C", "C", "N", "C", "C", "N", "H", "H", "H", "H", "H", "H", "C", "C", "C", "C", "P", "C", "C", "C", "C", "C", "C", "C", "C", "C", "C", "H", "H", "H", "H", "H", "H", "H", "H", "H", "H", "H", "H", "H", "H", "H", "H", "H", "H", "H", "H", "H", "H", "H", "N", "C", "C", "N", "C", "C", "N", "H", "H", "H", "H", "H", "O", "S", "C", "C", "C", "C", "H", "H", "H", "H", "H", "H", "H", "H"], "xyz": [[-0.0926, -0.5737, -0.4325], [1.0823, 1.4751, 1.4501], [1.4084, 0.3498, 2.3347], [0.8595, 0.3785, 3.6540], [1.1661, -0.9213, 1.6173], [3.1575, 0.5523, 2.4882], [3.8176, -0.0435, 3.5475], [5.1631, 0.2167, 3.7556], [5.8348, 1.0928, 2.9188], [5.1847, 1.6938, 1.8522], [3.8437, 1.4046, 1.6276], [3.0021, 2.1643, 0.2444], [4.4432, 2.6386, -0.5902], [2.4642, 3.4519, 0.4823], [2.4864, 1.2329, -0.7212], [3.2579, -0.6755, 4.2246], [5.6797, -0.2419, 4.5878], [6.8757, 1.3252, 3.0972], [5.7214, 2.3846, 1.2223], [-1.1140, -4.6713, -2.6438], [-2.2851, -4.1247, -3.0990], [-2.3327, -2.8647, -2.5797], [-1.2194, -2.6385, -1.8143], [-0.5001, -3.7394, -1.8801], [0.7790, -3.8972, -1.1871], [1.2287, -2.8463, -0.6049], [2.7240, -4.1833, 0.5746], [2.2192, -5.2738, 0.0350], [1.4273, -5.1013, -1.1380], [-0.7590, -5.5716, -2.9216], [-2.9579, -4.6655, -3.7408], [-3.1050, -2.1226, -2.7019], [3.3047, -4.1232, 1.4807], [2.3145, -6.2682, 0.4382], [0.9033, -5.9133, -1.4195], [-4.5624, 0.4635, 2.3441], [-3.0328, 0.4373, 2.2641], [-2.5432, 1.7070, 1.5558], [-2.4357, 0.4312, 3.6760], [-2.4276, -1.0200, 1.2274], [-3.6332, -1.0675, -0.1496], [-4.7264, -1.9300, -0.2338], [-5.6093, -1.8586, -1.3020], [-5.4282, -0.9132, -2.3022], [-4.3467, -0.0475, -2.2324], [-3.4537, -0.1323, -1.1724], [-2.4549, -2.6269, 2.1822], [-2.3052, -3.7779, 1.1782], [-3.6845, -2.8546, 3.0696], [-1.1915, -2.6366, 3.0607], [-4.8540, 1.3108, 2.9693], [-4.9722, -0.4371, 2.7999], [-5.0244, 0.5973, 1.3665], [-2.8819, 2.5723, 2.1306], [-2.9495, 1.8096, 0.5476], [-1.4521, 1.7433, 1.5165], [-2.7385, 1.3609, 4.1630], [-1.3456, 0.4048, 3.6695], [-2.8089, -0.3846, 4.2908], [-4.9072, -2.6697, 0.5299], [-6.4507, -2.5380, -1.3437], [-6.1288, -0.8476, -3.1240], [-4.1961, 0.7015, -2.9998], [-2.6260, 0.5700, -1.1519], [-3.1224, -3.8472, 0.4617], [-2.2644, -4.7146, 1.7394], [-1.3681, -3.6795, 0.6274], [-4.6276, -2.8388, 2.5292], [-3.7494, -2.1289, 3.8761], [-3.5879, -3.8407, 3.5304], [-0.2867, -2.5686, 2.4532], [-1.1664, -3.5794, 3.6125], [-1.1671, -1.8271, 3.7868], [0.4172, 5.4918, -1.1664], [0.0039, 4.3796, -1.8129], [-0.4016, 3.2204, -1.1050], [-0.8139, 2.1454, -1.7404], [-0.8533, 2.1838, -3.0816], [-0.4439, 3.3079, -3.7652], [0.0033, 4.4004, -3.1451], [0.4955, 5.5129, -0.1671], [0.5608, 6.3349, -1.6929], [-0.3796, 3.2002, -0.0227], [-1.2237, 1.3076, -3.6001], [-0.4756, 3.3411, -4.8484], [2.5286, -2.9689, -0.0688], [4.5368, 2.1572, -2.1177], [5.9554, 3.1632, -2.5865], [5.4052, 4.5548, -2.8751], [4.1411, 4.3184, -3.6951], [3.3378, 3.2449, -2.9592], [6.3413, 2.6801, -3.4885], [6.7000, 3.0803, -1.7969], [6.1440, 5.1497, -3.4092], [5.1725, 5.0642, -1.9388], [4.4028, 3.9766, -4.6975], [3.5329, 5.2158, -3.7986], [2.6925, 2.6284, -3.5811], [2.7476, 3.6662, -2.1436]], "forces_ev_per_angstrom": [[0.0359, -0.0920, 0.0847], [-0.6301, -0.0033, 0.1268], [0.1358, -0.0768, 0.0611], [0.0644, -0.0078, 0.0036], [0.1099, 0.0173, -0.1069], [0.0050, -0.0240, 0.0194], [-0.0048, 0.0059, -0.0005], [0.0081, -0.0143, 0.0042], [0.0499, 0.0120, 0.0226], [-0.0024, 0.0030, -0.0312], [-0.0587, 0.0237, -0.0273], [0.4053, 0.0769, -0.1492], [0.1479, 0.0583, 0.0696], [-0.1476, 0.0676, 0.0542], [-0.0728, -0.0297, 0.0114], [0.0044, 0.0047, -0.0026], [-0.0059, 0.0017, -0.0013], [-0.0034, -0.0052, 0.0034], [-0.0109, -0.0258, 0.0211], [0.0154, -0.0301, -0.0144], [0.0531, 0.0382, -0.0286], [-0.1270, -0.0215, 0.0241], [0.0958, 0.0541, -0.0986], [-0.0799, -0.0080, 0.0084], [0.0710, -0.0294, 0.0537], [-0.0745, 0.1244, -0.0040], [-0.0202, 0.0283, -0.0199], [0.0142, -0.0315, -0.0230], [-0.0444, -0.0403, 0.0411], [0.0034, -0.0068, 0.0259], [0.0090, 0.0119, -0.0012], [0.0876, -0.0942, 0.0067], [-0.0013, -0.0004, 0.0009], [-0.0016, 0.0120, 0.0124], [0.0148, 0.0011, -0.0491], [0.0231, -0.0122, 0.0136], [0.0225, -0.0210, -0.0375], [-0.0503, 0.0173, -0.0245], [0.0487, 0.0065, -0.0625], [-0.0914, 0.0765, -0.0616], [-0.0315, -0.0080, 0.0723], [0.0053, 0.0108, -0.0249], [-0.0046, 0.0049, -0.0173], [-0.0160, 0.0118, 0.0211], [-0.0299, 0.0760, 0.0188], [-0.0414, 0.0611, -0.0006], [0.0471, -0.0064, -0.0096], [0.0213, -0.0113, 0.0186], [0.0304, -0.0013, -0.0226], [0.0243, -0.0424, -0.0366], [-0.0072, -0.0070, -0.0021], [0.0010, -0.0061, 0.0016], [0.0042, -0.0039, -0.0178], [0.0097, 0.0048, -0.0063], [0.0248, -0.0013, 0.0549], [0.0142, 0.0164, -0.0070], [0.0051, 0.0088, 0.0024], [-0.1177, -0.0009, 0.0145], [-0.0061, -0.0161, -0.0131], [-0.0140, 0.0059, 0.0593], [-0.0014, 0.0084, 0.0033], [0.0058, -0.0055, -0.0025], [-0.0052, -0.0055, -0.0022], [0.0131, -0.0173, 0.0134], [0.0239, -0.0077, 0.0072], [0.0028, -0.0012, -0.0026], [-0.0239, -0.0101, 0.0181], [-0.0340, 0.0015, -0.0547], [0.0025, 0.0198, 0.0046], [-0.0017, 0.0042, -0.0006], [-0.0618, -0.0196, 0.0795], [-0.0072, -0.0086, -0.0040], [-0.0020, -0.0056, -0.0072], [0.1476, -0.0190, 0.0584], [-0.0680, -0.1031, -0.1138], [0.0261, 0.0999, -0.1100], [0.0287, -0.0477, 0.1047], [-0.0178, -0.1125, 0.0039], [-0.0040, 0.0659, 0.0000], [-0.0204, -0.0373, 0.0551], [-0.0376, 0.0372, 0.0404], [-0.0006, 0.0162, -0.0005], [0.0425, -0.0321, 0.0575], [0.0299, -0.0025, 0.0043], [0.0145, 0.0009, 0.0155], [0.0196, 0.0351, 0.0527], [-0.0067, -0.0281, -0.2274], [0.0080, -0.0141, -0.0823], [-0.0075, 0.0066, 0.0394], [0.0183, -0.0114, -0.0052], [0.0150, 0.0454, 0.0472], [0.0148, 0.0063, 0.0127], [-0.0077, 0.0008, 0.0090], [-0.0001, -0.0003, -0.0098], [0.0080, 0.0110, -0.0005], [-0.0179, 0.0028, -0.0112], [0.0111, 0.0005, -0.0026], [0.0150, -0.0277, 0.0068], [-0.0389, -0.0080, -0.0267]], "e_tot_ha": -3961.4150, "charge": 2, "relative_energy_ev": 3.6332, "homo_ev": -12.9, "lumo_ha": -0.1692}

***

| no. | strongest force on any atom (eV Å⁻¹) |
| --- | --- |
| 1 | 0.9 |
| 2 | 0.6 |